{"formula": "C50H141N11O18", "method": "ωB97M-V with the def2-TZVPD basis set", "symbols": ["O", "O", "O", "O", "O", "O", "O", "O", "O", "O", "O", "O", "O", "O", "O", "O", "O", "O", "N", "N", "N", "N", "N", "N", "N", "N", "N", "N", "N", "C", "C", "C", "C", "C", "C", "C", "C", "C", "C", "C", "C", "C", "C", "C", "C", "C", "C", "C", "C", "C", "C", "C", "C", "C", "C", "C", "C", "C", "C", "C", "C", "C", "C", "C", "C", "C", "C", "C", "C", "C", "C", "C", "C", "C", "C", "C", "C", "C", "C", "H", "H", "H", "H", "H", "H", "H", "H", "H", "H", "H", "H", "H", "H", "H", "H", "H", "H", "H", "H", "H", "H", "H", "H", "H", "H", "H", "H", "H", "H", "H", "H", "H", "H", "H", "H", "H", "H", "H", "H", "H", "H", "H", "H", "H", "H", "H", "H", "H", "H", "H", "H", "H", "H", "H", "H", "H", "H", "H", "H", "H", "H", "H", "H", "H", "H", "H", "H", "H", "H", "H", "H", "H", "H", "H", "H", "H", "H", "H", "H", "H", "H", "H", "H", "H", "H", "H", "H", "H", "H", "H", "H", "H", "H", "H", "H", "H", "H", "H", "H", "H", "H", "H", "H", "H", "H", "H", "H", "H", "H", "H", "H", "H", "H", "H", "H", "H", "H", "H", "H", "H", "H", "H", "H", "H", "H", "H", "H", "H", "H", "H", "H", "H", "H", "H", "H", "H", "H", "H", "H", "H"], "xyz": [[0.4652, -0.2256, 0.1889], [-0.6634, -6.2950, 2.0224], [4.9437, 3.4540, 2.2297], [-3.4190, 0.1341, 5.5780], [-2.6074, -4.9459, -4.5812], [2.5263, -4.6358, -0.8239], [1.2341, 2.8424, 3.7988], [1.6748, 0.1293, -5.3793], [1.2167, -2.2827, 3.5579], [-0.1545, 4.0556, -2.5037], [-1.1266, -0.6406, -2.1786], [3.2923, -0.3193, 0.3836], [-3.3663, 6.8573, 1.9282], [3.2056, 5.9137, -1.9749], [4.1672, 0.7264, -1.7278], [-1.0534, -1.2814, 2.2837], [-3.0087, -5.9562, 5.3444], [-0.4336, 5.8972, -7.6176], [6.5646, 5.6317, 3.2363], [-0.1031, 2.3950, 0.4309], [-2.2928, 4.7282, -0.9329], [2.5215, -8.2712, -1.5343], [-3.2847, -5.7003, 2.5668], [-5.9154, -1.8413, 6.5285], [0.6054, 2.9719, -7.3817], [-0.5086, -5.4366, 4.6594], [-3.9534, 1.5201, -0.7156], [2.5229, 3.0404, -0.8076], [-1.0264, -4.5967, -6.6883], [-3.5865, -0.7761, -0.2797], [-0.5143, -3.4455, 5.9922], [-2.6148, -4.8346, 1.6059], [1.8012, -3.4847, -1.1623], [2.2087, -5.8370, -1.4980], [2.5192, 5.6121, -0.7619], [3.0804, -6.9828, -1.0860], [-2.0364, 0.3487, 5.3703], [4.8522, 3.8877, 3.5822], [-1.3256, -4.3710, -4.2548], [-0.6404, 4.8406, -8.5114], [-0.7072, 3.5151, -7.7817], [1.6839, 1.9059, 4.7712], [-0.3702, -3.9877, 4.5789], [2.4822, 6.8515, -2.8180], [-0.9820, 7.1018, -8.0089], [3.1515, 2.8622, -2.0964], [4.1244, 6.4384, 3.2449], [2.9742, 4.3183, -0.1076], [-2.8942, 0.5209, -0.7413], [-4.1843, -5.4869, 4.7959], [0.8838, -4.0346, -5.4070], [4.7627, -0.3685, -2.4484], [-1.4902, -5.7308, 1.0111], [2.7394, -0.7870, -5.4863], [5.2134, 5.4090, 3.7736], [0.5569, -6.9019, 1.5834], [0.4441, 1.8263, -6.5439], [1.1604, 2.3035, 2.5344], [-2.0993, 5.7072, 0.1335], [-0.3485, -0.6767, -3.3318], [0.9339, -3.6365, 3.7884], [-1.3623, 2.7841, 2.4833], [-1.5446, 7.0365, -0.3815], [-3.4282, 5.8688, 0.9104], [-2.1777, 0.3497, -2.1335], [-6.0630, -0.1766, 4.6849], [-0.0368, 2.9645, 1.7856], [-3.9932, -4.7657, 3.4848], [-4.6545, 7.0853, 2.4426], [-3.8336, -1.1808, 5.2428], [-3.2102, -6.3493, 6.7127], [4.9661, 2.0799, 1.9094], [-0.4217, -4.8091, -5.3767], [3.3067, 1.4599, -2.5795], [-5.3693, -1.4390, 5.2412], [2.4849, -1.9788, 2.9869], [-3.6482, -4.5338, -3.7059], [1.8218, 1.2479, -6.2043], [4.5298, -6.8231, -1.5521], [-5.0169, 6.2219, 3.0005], [0.7757, 2.5618, -0.0381], [-0.9660, -0.9617, -4.1835], [5.5021, 3.2805, 4.2123], [0.6103, -2.9874, -5.5367], [1.0136, 1.2267, 2.4503], [-1.8467, 1.3539, -2.3986], [-5.4121, 7.3979, 1.7239], [-1.4917, 7.7692, 0.4239], [2.6415, -1.6377, -4.8120], [5.1810, -7.6805, -1.3821], [2.5690, 6.4715, -0.0932], [-2.8662, 0.0657, -2.9293], [5.1864, 5.5553, 4.8534], [4.1619, 3.2497, -1.9666], [0.1457, 4.0349, 1.6916], [1.4893, 5.4461, -1.0779], [3.9344, 6.2340, 2.1912], [-4.7591, -6.4127, 4.7731], [-5.0260, -4.6060, 3.1751], [-0.6592, 7.9355, -7.3854], [1.8969, 6.3887, -3.6125], [0.3628, -7.6891, 0.8549], [-1.3260, 3.3698, 3.4018], [3.7139, -0.3942, -5.1962], [2.3627, 0.9158, -2.5484], [2.7781, -2.3986, 2.0247], [2.3619, -5.6972, -2.5681], [-0.4572, -0.9250, 1.6251], [2.6100, 4.2526, 0.9177], [-1.5950, 4.9358, -9.0290], [-4.1734, 6.1240, 0.1570], [-2.6677, -6.2613, 3.1365], [-1.5661, 1.7478, 2.7531], [-0.5722, 6.8689, -0.8445], [-1.4212, -5.5094, 5.0860], [0.7509, -4.1102, 2.8239], [5.3235, -1.0394, -1.7977], [-0.4832, -1.5461, 3.0055], [0.0748, 4.7597, -9.3300], [-4.0438, -0.5398, 0.6811], [-3.5451, -5.0673, -2.7610], [-2.2200, 7.4932, -1.1049], [3.2976, 7.4416, -3.2364], [2.5510, -0.9009, 2.8391], [-5.5911, 0.0109, 3.7204], [0.4894, -1.3671, -3.2352], [2.4960, 1.2915, 4.3823], [1.9786, 2.3453, 5.7242], [1.1621, -6.0378, -1.2691], [0.0780, 2.1151, -5.5587], [-2.8705, -1.5886, -0.1561], [2.7863, -1.2048, -6.4919], [2.3388, -0.3807, 0.4409], [0.1165, 0.6521, 0.3447], [2.0872, -2.5594, -0.6623], [-3.6861, 2.4174, -1.0946], [2.0633, -3.3371, -2.2100], [-0.3885, -2.3628, 5.9997], [-5.5656, -2.2651, 4.5577], [4.0055, 1.5840, 2.0489], [0.0171, 4.2980, -3.4137], [3.8842, 3.6484, 4.0225], [1.1143, -7.2805, 2.4402], [-1.5182, -3.5666, 6.3992], [-3.5424, -5.4809, 7.2814], [-5.7477, -1.2224, 7.3088], [3.6878, 1.5487, -3.5969], [-1.4759, 4.4340, -1.4489], [-1.4195, 3.6756, -6.9723], [-3.6145, -3.4615, -3.5129], [5.7080, 1.5139, 2.4726], [0.2725, -3.8951, 6.5979], [-0.9014, -4.7653, -3.3314], [-3.5068, -1.4048, 4.2273], [-2.0638, 7.0721, -7.8788], [2.6868, 3.5265, -2.8250], [-0.4289, -5.9349, 3.7845], [-1.2719, 5.4054, 0.7757], [-2.3092, -6.7419, 7.1842], [1.8636, -4.0312, 4.1985], [5.4747, 0.1064, -3.1234], [4.5784, -6.6517, -2.6274], [3.9443, -0.9298, -2.8993], [0.6673, 3.6712, -2.1987], [-2.1432, 3.2015, 1.8476], [-3.3581, -1.9417, 5.8616], [-4.0216, -7.0770, 6.7232], [2.4045, 2.0147, -5.6938], [0.0294, 0.3335, -3.4893], [-0.8768, -5.0713, 0.3972], [-2.1899, 0.8153, 0.0367], [-6.9227, -1.8928, 6.5808], [-4.3940, -1.1148, -0.9289], [-0.7901, 2.9013, -0.1092], [-2.9098, 5.0025, -1.6841], [-1.4567, -3.3007, -4.4139], [-1.7539, 1.3993, 5.4367], [4.3299, 7.5069, 3.3102], [1.1157, 2.7394, -8.2217], [-4.6511, -4.8529, -3.9898], [1.4358, -4.1603, -4.4756], [0.7372, -3.7084, -1.0854], [-3.2842, -4.3324, 0.9074], [-2.0050, -4.7974, -6.5395], [5.2016, 1.9380, 0.8546], [4.0449, 4.2144, 0.0680], [-0.9002, 7.2749, -9.0820], [3.1963, 6.4042, 3.8155], [-1.5972, 0.0847, 4.4082], [-0.2363, 1.0586, -6.9122], [3.2422, -8.9121, -1.2346], [-4.7478, -4.8857, 5.5095], [3.1396, -7.0934, -0.0033], [1.7408, 7.4412, -2.2787], [-3.6285, 4.8899, 1.3459], [-1.4315, -0.1376, 6.1357], [-2.1110, -3.9210, 1.9217], [5.0053, -6.0381, -0.9640], [1.1405, -6.2362, 0.9475], [-7.0959, -0.4450, 4.4633], [1.5804, -8.4643, -1.2226], [-1.9882, -6.4671, 0.3804], [-1.0699, -3.5876, -6.6876], [-4.2225, 1.7228, 0.2365], [0.8601, 1.2128, 4.9416], [3.4523, 0.2060, -0.4003], [-6.0609, 0.7133, 5.3144], [-1.2386, -3.6352, 4.0224], [-3.4982, -3.8085, 3.6484], [1.5923, -4.3369, -6.1783], [-0.1613, -5.8362, -5.1208], [2.3875, 0.9409, -7.0839], [7.0136, 4.7506, 3.4417], [2.9745, 2.3370, -0.2407], [6.5108, 5.7885, 2.2400], [0.2245, -0.4222, -0.7164], [-4.7278, 7.9601, 3.0888], [3.2510, -2.1705, 3.7381], [2.0441, 2.6065, 1.9730], [-1.1285, 2.8073, -8.4956]], "forces_ev_per_angstrom": [[1.023, -1.451, 0.272], [-0.054, -0.316, -0.327], [0.125, 0.935, -0.270], [-0.219, 0.022, -0.188], [-0.311, -0.011, 0.515], [1.479, -0.285, 1.734], [0.444, 0.216, 1.670], [-0.065, -0.804, 0.703], [-0.547, 1.247, -0.207], [0.244, -0.138, -0.418], [-0.635, 0.034, 2.158], [0.204, -0.524, 1.076], [-0.222, 0.159, -0.567], [-0.398, 0.212, -0.302], [1.096, 0.251, -0.562], [-1.087, 0.071, 0.287], [1.349, -0.083, 1.808], [1.096, -0.609, 0.480], [-0.858, 0.429, 0.922], [-0.083, -0.095, 0.429], [-0.560, -0.781, 0.363], [0.889, 0.878, -1.193], [-1.416, 2.767, 0.415], [0.085, -0.576, 1.118], [-0.892, 1.138, 0.343], [1.282, 0.480, 1.066], [-0.444, 0.571, -1.255], [-0.132, 0.859, 0.750], [-0.309, -0.172, 0.587], [0.548, 0.107, 0.178], [0.704, 0.820, -0.365], [2.214, -1.519, -0.073], [-0.051, -0.861, -1.593], [-0.441, 1.131, -0.074], [-0.442, -0.625, -0.844], [0.524, -1.004, 1.077], [0.823, 0.284, 0.376], [-0.539, -0.042, 0.154], [-0.989, -0.301, -1.498], [-0.458, -0.623, -0.134], [0.598, 0.108, -0.762], [-0.530, -0.666, -0.441], [0.434, 0.126, -0.273], [0.910, -0.502, 0.576], [-1.486, 0.500, -0.459], [1.100, 1.262, 0.216], [0.513, -0.824, -0.180], [0.168, -0.945, -0.301], [-0.162, -1.540, 0.103], [-1.392, -0.390, 0.619], [0.153, 0.092, 0.796], [-0.127, 0.615, 0.539], [-0.406, 1.209, -0.922], [0.276, -0.450, 0.044], [-1.158, 0.105, -0.650], [-0.797, 0.288, -1.090], [1.135, -0.573, 1.028], [-1.230, 1.076, -1.914], [0.385, 1.078, -0.477], [-0.429, 1.100, -0.409], [-0.127, -0.684, -0.201], [0.248, 0.357, 0.443], [-0.745, 0.412, 0.010], [1.296, -0.311, -0.295], [-0.456, 0.264, 0.106], [-0.152, -0.942, -0.807], [0.317, -0.483, -0.191], [-0.556, -2.253, 0.746], [-0.650, 0.511, 0.558], [-0.283, -0.865, -0.416], [-0.373, 0.371, -0.580], [-0.246, -0.291, 0.408], [1.369, -0.539, -0.229], [-0.823, -0.159, 0.239], [0.035, 2.067, 0.686], [0.140, 0.653, 0.879], [0.388, -0.548, 0.852], [-0.074, -0.006, -0.448], [-0.032, -0.001, -0.043], [-0.103, -0.148, -0.008], [0.368, 0.108, -0.258], [0.073, -0.064, -0.357], [0.745, 0.044, 0.010], [0.373, 0.284, -0.013], [0.117, -0.281, 0.484], [0.740, 0.143, -0.188], [0.082, -0.588, -0.849], [0.359, -0.082, 0.134], [-0.741, 0.093, 0.132], [-0.389, -0.439, 0.204], [0.040, -0.054, 0.273], [-0.583, -0.007, 0.130], [0.457, -0.108, 0.184], [0.489, 0.151, -0.532], [0.252, 0.288, 0.321], [-0.493, 0.118, 0.518], [-0.262, -0.057, -0.067], [-0.901, 0.023, -1.093], [0.021, 0.361, -0.549], [0.543, -0.200, -0.232], [0.253, -0.535, -0.145], [-0.354, -0.693, 0.309], [-0.195, -0.028, 0.104], [0.117, 0.598, -0.296], [-0.412, 0.038, -0.551], [-0.541, -0.617, 0.002], [-0.339, 0.009, -0.415], [0.350, 0.042, -0.630], [-0.486, 0.251, -0.086], [-0.406, 0.265, 0.070], [-0.398, 0.027, 0.037], [0.557, 0.241, -0.271], [-0.065, -0.098, -0.261], [0.020, 0.138, 0.021], [0.258, -0.897, -0.404], [0.240, -0.305, -0.316], [-0.251, 0.303, 0.369], [0.478, -0.213, 0.206], [0.624, 0.433, 0.027], [0.052, -0.297, 0.189], [0.342, 0.199, 0.462], [-0.047, -0.089, -0.335], [-0.505, 0.351, -0.198], [-0.438, 0.078, -0.022], [-0.032, 0.525, -0.071], [-0.150, -0.086, 0.258], [0.350, 0.118, -0.015], [-0.099, 0.447, -0.322], [-0.354, -0.394, -0.332], [-0.493, 0.298, -0.021], [0.027, -0.001, 0.155], [0.140, 0.076, -0.219], [-0.792, -0.042, 0.132], [-0.509, 1.538, 0.110], [0.193, -0.541, 0.664], [0.374, 0.170, -0.096], [-0.489, 0.528, -0.571], [0.284, 0.165, -0.064], [0.193, -0.014, -0.105], [-0.185, 0.056, 0.227], [-0.064, 0.144, -0.366], [-0.618, 0.249, -0.286], [-0.171, 0.205, -0.069], [0.047, -0.607, 0.046], [-0.024, 0.128, 0.129], [0.822, 0.399, -0.186], [0.099, -0.405, -0.128], [0.349, 0.333, 0.576], [0.368, -0.434, 0.411], [-0.092, 0.125, -0.086], [0.205, 0.082, 0.256], [-0.269, -0.042, 0.342], [-0.353, 0.600, 0.504], [0.153, 0.116, -0.320], [-0.469, -0.078, 0.214], [-0.075, -0.256, -0.302], [-0.442, 0.458, 0.091], [-0.378, -0.802, 0.374], [0.068, -0.034, -0.531], [-0.242, -0.754, 0.534], [-0.146, -0.464, -0.575], [0.008, 0.358, -0.012], [0.298, -0.116, -0.445], [0.438, -0.340, 0.421], [-0.198, -0.179, 0.019], [0.198, 0.022, 0.437], [0.026, -0.303, 0.229], [0.150, 0.240, 0.020], [0.315, 0.006, -0.428], [0.239, -0.074, -0.386], [0.706, -0.428, -0.283], [-0.230, -0.263, -0.820], [0.089, 0.267, -0.320], [-0.439, 0.005, -0.026], [-0.491, 0.572, 0.307], [0.214, 0.461, 1.079], [-0.757, 0.302, 0.312], [1.004, -0.120, 0.099], [0.061, -0.080, -0.093], [0.245, 0.164, -0.971], [-0.057, 0.232, 0.277], [-0.318, 0.407, 0.094], [-0.390, -1.037, -0.666], [-0.413, -0.581, -0.383], [0.118, 0.421, -0.077], [0.342, 0.560, -0.428], [0.697, 0.367, -0.096], [-0.095, -0.749, -0.075], [-0.684, -0.662, -0.400], [-0.039, -0.293, -0.290], [-0.750, -0.788, -0.026], [0.133, 0.628, 0.161], [-0.109, 0.860, 0.428], [0.370, 0.288, 0.388], [-0.446, -0.107, 0.049], [-0.040, -0.361, 0.195], [0.275, 0.021, 1.368], [-0.129, 0.362, -0.380], [0.314, 0.685, 0.591], [-0.195, 0.130, 0.063], [0.278, -0.156, 0.382], [0.346, -0.544, -0.003], [0.148, 0.617, -0.740], [0.032, -0.254, 0.156], [-0.094, -0.217, 0.329], [0.336, 0.103, -0.438], [0.358, -0.242, 0.077], [0.090, 0.732, -0.527], [0.232, 0.058, -0.111], [-0.443, -0.106, -0.284], [-0.248, -0.489, -0.799], [-0.027, 0.154, -0.450], [0.695, 0.105, -0.541], [-0.275, -0.472, 0.504], [0.116, -0.322, -0.123], [-0.551, -0.300, -0.459], [0.968, -0.110, 0.435], [0.287, -0.462, -0.021], [0.409, -0.415, -0.112], [-0.594, -0.161, -0.046]], "multiplicity": 1, "homo_ev": -7.86, "mol_weight_g_mol": 1184.7, "e_lumo_ev": 0.3}